# 1
# C15H17N4O2RuS4

A molecular structure, C15H17N4O2RuS4 (ωB97M-V/def2-TZVPD, OMol25).

Output
Expectation value of S² = 6.02
Multiplicity = 5
Frontier orbital gap (alpha / beta) = 7.62 / 6.33 eV
E_HOMO (alpha / beta) = -10.2733 / -11.2391 eV
Charge = +1

```
43
Properties=species:S:1:pos:R:3:forces:R:3
Ru 0.7740 0.2765 0.0427 -0.19 -0.41 0.13
O -2.1800 -6.1638 -1.5438 0.25 -0.07 0.06
C -1.6909 -5.1095 -1.2921 -0.49 0.14 -0.11
S -1.7279 -4.3676 0.3332 0.11 -0.05 -0.04
C -0.9775 -2.8690 -0.1116 0.03 -0.02 0.00
C -0.6212 -2.7128 -1.4656 0.01 -0.07 0.01
S 0.0745 -1.3239 -2.1045 0.03 0.14 0.06
S -0.9787 -4.0348 -2.5297 0.09 -0.06 0.08
S -0.7670 -1.6884 1.0662 0.03 0.15 -0.04
O -0.0780 1.1177 1.6169 0.07 -0.03 -0.17
C -1.3406 1.5394 1.7290 0.17 -0.03 0.00
C -1.9459 1.4909 2.9867 0.03 -0.04 0.17
C -3.2469 1.9069 3.1605 -0.03 0.00 0.02
C -3.9923 2.3865 2.0813 0.01 -0.01 0.05
C -3.4023 2.4553 0.8425 0.00 0.03 -0.09
C -2.0749 2.0468 0.6514 -0.02 0.03 -0.09
C -1.4387 2.1948 -0.6380 0.08 -0.06 -0.22
N -0.3459 1.5688 -1.0793 0.14 0.13 -0.12
C -0.0932 2.0270 -2.3657 -0.01 -0.09 0.19
C -1.0338 2.9324 -2.6996 -0.10 0.00 0.01
N -1.8683 3.0240 -1.6075 -0.09 0.12 -0.10
H -1.3615 1.1070 3.8132 -0.04 0.01 0.00
H -3.6990 1.8482 4.1423 0.02 0.00 -0.02
H -5.0204 2.6930 2.2140 0.02 -0.01 0.01
H -3.9880 2.8036 -0.0019 0.03 -0.01 0.03
H 0.7127 1.6528 -2.9703 0.01 0.02 0.02
H -1.1852 3.5000 -3.6004 -0.03 0.00 0.04
H -2.6584 3.6411 -1.5225 0.02 0.01 0.01
N 2.5751 0.1894 -1.3109 -0.17 0.10 0.11
C 3.3760 -1.0645 -1.2618 0.04 0.03 0.03
C 3.9461 -1.3454 0.1185 -0.07 0.06 0.01
C 2.9116 -1.7180 1.1676 -0.01 0.07 -0.04
N 2.0667 -0.5547 1.5310 0.03 0.02 0.05
H 2.2601 0.3269 -2.2658 0.05 -0.03 -0.03
H 3.1823 0.9784 -1.0990 0.02 0.01 -0.02
H 4.1881 -1.0034 -1.9870 0.01 0.02 -0.02
H 2.7173 -1.8756 -1.5686 -0.03 -0.02 -0.02
H 4.5396 -0.4909 0.4664 0.02 -0.03 0.00
H 4.6431 -2.1787 0.0236 0.02 0.01 0.00
H 3.4064 -2.1001 2.0599 0.02 -0.01 0.04
H 2.2478 -2.4983 0.7934 -0.03 -0.02 0.00
H 2.6590 0.1909 1.8933 0.01 0.00 0.02
H 1.4358 -0.7989 2.2918 -0.01 -0.02 0.00
```
Forces are in eV/Å.



# 2
# C15H17NO3

C15H17NO3 in the gas phase (ωB97M-V/def2-TZVPD, OMol25).

Output
Frontier orbital gap = 9.36 eV
E_HOMO = -8.5081 eV

```
36
Properties=species:S:1:pos:R:3:forces:R:3
C -0.5409 1.6488 0.0546 0.09 0.06 0.13
N -0.1373 0.2786 -0.1861 0.02 -0.13 0.07
C 1.2821 0.0624 -0.0016 0.01 -0.07 0.45
C 1.6972 0.1403 1.4717 0.10 0.48 -0.42
O 0.9857 -0.8208 2.2388 -0.01 -0.34 0.07
C -0.0133 -0.3765 3.0063 0.08 0.21 -0.05
O -0.2886 0.7875 3.1818 -0.08 -0.27 0.07
C -0.7300 -1.4776 3.6530 -0.83 0.41 0.65
C -1.7875 -1.4284 4.5305 0.73 0.20 -0.62
C -2.0942 -2.7660 4.8461 0.30 -0.44 -0.23
C -1.2054 -3.5266 4.1410 -0.68 -0.06 0.57
O -0.3829 -2.7620 3.4223 0.43 -0.01 -0.36
C -0.6311 -0.2515 -1.4528 -0.01 -0.04 0.07
C -0.0636 0.4315 -2.6746 -0.06 -0.05 0.01
C -0.6701 1.5688 -3.1952 0.01 -0.05 -0.01
C -0.1136 2.2382 -4.2707 -0.04 0.10 -0.05
C 1.0589 1.7778 -4.8445 0.04 0.04 -0.07
C 1.6659 0.6398 -4.3419 0.11 -0.01 -0.06
C 1.1085 -0.0265 -3.2650 -0.06 0.00 0.01
H -1.6013 1.7469 -0.1687 -0.07 0.07 -0.01
H 0.0199 2.3744 -0.5535 -0.04 0.03 -0.03
H -0.4037 1.8850 1.1083 0.00 0.08 -0.03
H 1.5144 -0.9446 -0.3561 0.06 0.04 -0.06
H 1.9017 0.7848 -0.5631 0.00 -0.10 0.02
H 1.5166 1.1357 1.8864 0.11 -0.15 -0.06
H 2.7579 -0.1086 1.5624 -0.13 0.05 0.01
H -2.2658 -0.5404 4.8881 -0.05 0.23 0.03
H -2.8639 -3.1162 5.5025 -0.13 -0.14 0.12
H -1.0714 -4.5892 4.0782 0.11 -0.10 -0.09
H -0.3916 -1.3187 -1.4764 -0.06 0.04 -0.04
H -1.7195 -0.1472 -1.4398 0.04 -0.06 -0.05
H -1.5909 1.9296 -2.7597 -0.10 0.03 0.06
H -0.5976 3.1210 -4.6629 -0.04 0.06 -0.04
H 1.4944 2.2999 -5.6838 0.03 0.04 -0.07
H 2.5760 0.2689 -4.7907 0.07 -0.03 -0.04
H 1.5851 -0.9192 -2.8848 0.03 -0.10 0.05
```
Forces are in eV/Å.



# 3
# C15H17NS2Ti

A molecular structure, C15H17NS2Ti (ωB97M-V/def2-TZVPD, OMol25).

Output
Expectation value of S² = 2.02
Multiplicity = 3
Frontier orbital gap (alpha / beta) = 6.17 / 7.58 eV
E_HOMO (alpha / beta) = -6.1368 / -7.7752 eV

```
36
Properties=species:S:1:pos:R:3:forces:R:3
C 0.5821 2.3935 0.4964 -2.01 3.59 -3.52
C 1.6213 -0.2516 -1.2744 -2.39 3.13 -3.14
C 1.3454 2.1846 1.5468 -1.55 -3.60 3.11
H -0.3881 3.1248 0.4495 2.16 -2.27 0.89
C 2.0889 -0.7680 -0.2192 1.34 -1.60 5.08
H 0.8724 -0.7737 -1.8765 0.48 -0.06 0.01
H 0.8095 2.0798 2.5874 1.18 1.00 -1.69
H 1.8277 -1.7879 0.1140 0.09 0.44 -0.57
C 2.6524 1.4278 1.4604 0.41 -0.44 -0.01
H 3.0293 1.3380 2.4922 0.17 0.30 -0.49
H 3.3242 2.0549 0.8786 0.22 0.30 0.18
C 1.1850 2.4402 -0.9456 0.12 0.37 -0.08
H 2.0109 3.2108 -0.9587 -0.95 -0.44 0.32
H 0.4274 2.8418 -1.6512 0.23 -0.33 0.70
C 1.8734 1.2251 -1.6586 -0.90 -0.82 -0.44
H 2.9334 1.4141 -1.5904 0.46 -0.15 -0.27
H 1.5338 1.2974 -2.7130 0.67 0.12 0.46
C 2.9242 -0.0523 0.8638 -0.60 0.23 0.23
H 3.9300 0.0885 0.4760 0.31 -0.42 0.10
H 2.9617 -0.7348 1.7348 0.11 0.35 -0.52
Ti -1.1235 0.1033 1.1606 -0.82 3.01 -0.45
H -1.2620 0.7901 -0.1917 0.01 2.62 -2.80
S -0.5814 -1.5869 2.3784 1.28 -3.27 1.04
C -1.5557 -2.0632 1.0046 -1.04 2.17 -2.87
N -1.8221 -1.2074 -0.1904 4.15 -1.38 5.50
C -2.7697 -1.6704 -1.0156 2.20 3.54 -1.22
C -2.9710 -0.9324 -2.2251 -2.43 -3.55 0.77
C -4.0108 -1.5187 -2.9836 1.82 2.77 -0.83
C -4.6881 -2.6258 -2.5607 -1.03 -2.79 1.96
C -4.4135 -3.3188 -1.3265 1.89 3.32 -1.45
C -3.3705 -2.7601 -0.5413 -2.81 -3.17 -0.15
S -2.7028 -3.2760 1.0264 -1.76 -1.33 -0.62
H -2.3661 -0.0929 -2.4604 0.23 0.53 -0.17
H -4.2417 -1.0243 -3.9493 -0.12 -0.62 0.64
H -5.4881 -3.0436 -3.1720 0.22 0.18 0.05
H -4.8860 -4.1664 -0.9848 -1.33 -1.73 0.27
```
Forces are in eV/Å.



# 4
# C15H18BN6OPd

A molecular structure, C15H18BN6OPd (ωB97M-V/def2-TZVPD, OMol25).

Output
Frontier orbital gap = 8.16 eV
E_HOMO = -11.5971 eV
Charge = +1

```
42
Properties=species:S:1:pos:R:3:forces:R:3
Pd -0.0961 -0.5717 -1.3325 -0.45 0.30 -0.38
N 1.9175 -0.8358 -1.0415 0.49 0.01 0.10
C 2.3612 -0.6187 0.3327 -0.21 -0.07 0.13
C 3.6135 -0.1611 0.6103 -0.05 -0.01 0.05
C 4.0188 0.0226 1.9512 0.02 0.01 0.02
C 3.1669 -0.2594 2.9778 0.03 0.01 0.01
C 1.8561 -0.7263 2.7154 -0.04 0.00 -0.05
C 0.9064 -0.9963 3.7298 -0.02 -0.01 -0.02
C -0.3541 -1.3896 3.3862 0.03 0.03 0.04
C -0.6758 -1.5242 2.0204 0.05 0.03 0.04
N 0.1808 -1.3130 1.0517 0.14 -0.23 0.32
C 1.4411 -0.9097 1.3825 0.05 0.08 -0.25
H 2.5016 -0.2950 -1.6718 0.02 -0.01 -0.03
H 2.0807 -1.8141 -1.2800 -0.10 0.00 -0.06
H 4.3077 0.0611 -0.1920 -0.01 0.00 -0.01
H 5.0152 0.3900 2.1528 0.00 0.00 0.01
H 3.4790 -0.1171 4.0044 -0.01 0.00 0.01
H 1.1873 -0.8744 4.7684 0.01 0.01 0.00
H -1.1064 -1.5886 4.1359 0.00 0.00 0.00
H -1.6822 -1.8029 1.7231 0.01 -0.03 0.01
B -2.4512 2.0451 -1.7112 0.02 -0.16 -0.09
N -2.8606 0.5752 -1.3639 -0.06 0.19 -0.01
C -4.1368 0.2184 -1.2031 0.03 0.01 0.13
C -4.2186 -1.1627 -1.1472 0.00 -0.01 -0.11
C -2.9094 -1.5849 -1.3063 0.05 -0.01 0.12
N -2.1009 -0.5206 -1.4365 0.15 -0.04 -0.13
N -0.9237 2.2972 -1.4719 -0.06 -0.04 0.03
C -0.4375 3.5384 -1.4374 -0.02 0.00 0.22
C 0.9424 3.4891 -1.3543 0.00 0.01 -0.20
C 1.2320 2.1381 -1.3818 -0.03 -0.10 0.14
N 0.0964 1.4218 -1.4482 -0.05 0.13 -0.02
H -2.6998 2.2461 -2.8701 0.04 -0.02 -0.05
H -3.0584 2.7578 -0.9618 -0.02 0.07 -0.04
H -4.8989 0.9770 -1.1485 -0.01 -0.02 0.02
H -5.0984 -1.7679 -1.0242 0.00 -0.01 -0.01
H -2.5160 -2.5863 -1.3162 -0.05 0.01 0.02
H -1.1157 4.3744 -1.4657 0.02 0.01 0.02
H 1.6310 4.3126 -1.3017 0.01 -0.01 -0.02
H 2.1970 1.6692 -1.3372 0.04 -0.01 0.05
O -0.0298 -2.7382 -1.5747 -0.04 -0.21 -0.03
H -0.3367 -3.2347 -0.8046 0.05 0.06 0.05
H -0.4257 -3.1411 -2.3583 0.00 0.03 -0.01
```
Forces are in eV/Å.



# 5
# C15H18BN8PdS

A molecular structure, C15H18BN8PdS (ωB97M-V/def2-TZVPD, OMol25).

Output
Frontier orbital gap = 7.41 eV
E_HOMO = -11.3691 eV
Charge = +1

```
44
Properties=species:S:1:pos:R:3:forces:R:3
Pd 0.3650 -0.9935 0.6826 -0.07 0.04 0.00
C 0.3533 -0.8065 4.8629 0.00 0.00 -0.01
C 0.7972 -1.3716 3.6724 0.02 0.01 0.00
N 0.1692 -0.7984 2.6476 -0.04 -0.05 0.04
N -0.6795 0.1265 3.1371 0.02 0.02 -0.02
C -0.5805 0.1351 4.4724 -0.02 0.00 0.01
B -1.6248 0.9889 2.2396 -0.01 0.02 0.01
N -0.8535 2.0256 1.4234 -0.01 -0.07 -0.03
C -0.8593 3.3656 1.5702 0.02 0.01 0.02
C 0.0142 3.9032 0.6522 -0.01 -0.01 0.01
C 0.5188 2.7863 -0.0276 -0.02 0.01 0.00
N -0.0092 1.6603 0.4349 0.07 0.03 -0.04
N -2.3569 -0.0120 1.3063 0.02 0.02 -0.02
C -3.6710 -0.2067 1.1419 -0.01 0.00 0.01
C -3.8600 -1.2928 0.3066 0.01 0.00 0.01
C -2.5716 -1.7245 0.0046 0.00 -0.01 -0.02
N -1.6805 -0.9346 0.6000 0.04 -0.03 0.04
H 0.6619 -1.0522 5.8627 0.00 0.00 0.00
H 1.5190 -2.1530 3.5030 0.00 0.00 0.00
H -1.1864 0.8092 5.0534 0.00 0.00 0.00
H -2.4203 1.5341 2.9481 0.00 -0.01 0.00
H -1.4823 3.8352 2.3129 0.00 0.00 0.00
H 0.2489 4.9413 0.4976 0.00 0.00 0.00
H 1.2423 2.7563 -0.8287 -0.01 0.00 0.00
H -4.3800 0.4331 1.6393 0.00 0.00 0.00
H -4.7920 -1.7191 -0.0179 0.00 0.00 0.00
H -2.2469 -2.5640 -0.5886 0.00 0.00 0.00
C 3.7035 -0.9829 -4.5079 -0.01 0.01 0.00
C 2.6767 -0.9592 -3.4299 -0.03 0.00 -0.05
C 1.3592 -0.6418 -3.6049 0.03 -0.02 -0.01
C 0.4872 -0.6587 -2.5000 -0.01 -0.02 0.04
N 0.9426 -1.0294 -1.3088 0.00 0.05 -0.03
C 2.2592 -1.2454 -1.1036 -0.09 0.00 -0.12
S 2.6885 -1.4153 0.5095 0.05 -0.02 0.05
N 3.0959 -1.2475 -2.1693 0.06 0.01 0.10
C -0.9360 -0.2536 -2.6130 0.00 0.00 0.01
H 3.2393 -0.8512 -5.4807 0.00 0.00 0.00
H 4.2465 -1.9289 -4.5005 0.00 0.00 0.00
H 4.4240 -0.1769 -4.3543 0.01 -0.01 0.00
H 0.9909 -0.3768 -4.5836 0.00 0.00 0.00
H 4.0772 -1.4260 -1.9926 0.00 0.00 0.00
H -1.1424 0.1962 -3.5803 0.00 0.00 0.00
H -1.1666 0.4486 -1.8086 0.00 -0.01 0.00
H -1.5807 -1.1234 -2.4804 -0.01 0.00 -0.01
```
Forces are in eV/Å.



Across the entries above, maximum force takes the values 0.0102 0.0219 0.1366 0.0128 0.0029 Eh/bohr, respectively.